P:
18
Properties=species:S:1:pos:R:3:lowdin_charge:R:1 method="wB97M-V/def2-TZVPD" e_homo_ev=-3.4 gap_ev=5.6473 total_charge=-1
C 1.507 -1.004 -0.087 -0.44
O 2.671 -0.853 0.618 -0.28
C 0.404 -0.086 0.485 -0.21
C -0.870 -0.045 -0.356 -0.20
C -2.087 -0.141 0.270 -0.39
C -3.307 0.505 -0.049 -0.02
H 1.056 -2.003 0.115 0.09
H 1.557 -0.874 -1.188 0.10
H 0.174 -0.303 1.529 0.10
H 0.637 0.985 0.380 0.11
H -0.794 -0.244 -1.411 0.09
H -2.165 1.722 0.822 0.20
H -2.126 -0.673 1.255 0.11
H -3.405 0.941 -1.049 0.06
H -4.108 0.311 0.662 0.04
H 3.374 0.033 -0.060 -0.05
H 3.433 0.998 -1.316 -0.05
O 4.050 0.730 -0.622 -0.26


Q:
18
Properties=species:S:1:pos:R:3:lowdin_charge:R:1 method="wB97M-V/def2-TZVPD" e_homo_ev=-2.5 gap_ev=6.2897 total_charge=-1
C -0.692 1.508 0.247 -0.28
O -1.480 2.725 0.397 -0.12
C -0.371 1.376 -1.203 -0.17
C 0.806 0.975 -1.663 -0.01
H -1.269 0.647 0.594 0.10
H 0.218 1.526 0.829 0.10
H -1.605 2.854 1.340 0.06
H -1.180 1.574 -1.903 0.09
H 0.978 0.922 -2.725 0.03
H 1.558 0.649 -0.960 0.05
C 1.082 -1.957 0.483 -0.60
O 0.473 -0.861 0.978 -0.35
C 0.174 -3.200 0.472 -0.16
H 2.003 -2.250 1.061 0.07
H 1.437 -1.815 -0.576 0.06
H 0.656 -4.091 0.028 0.04
H -0.715 -2.993 -0.136 0.05
H -0.142 -3.417 1.494 0.04


R:
18
Properties=species:S:1:pos:R:3:lowdin_charge:R:1 method="wB97M-V/def2-TZVPD" e_homo_ev=-2.0 gap_ev=5.4663 total_charge=-1
C 0.962 -0.946 2.053 -0.59
O 2.076 -1.428 2.463 -0.34
C 0.785 -0.968 0.392 -0.22
C -0.457 -0.548 -0.286 -0.24
C -0.589 1.046 -0.242 -0.21
C -0.697 1.535 -1.606 -0.28
O -1.800 1.139 -2.505 -0.09
H 0.952 0.270 2.306 0.07
H 0.102 -1.224 2.711 0.06
H 0.784 -2.019 0.182 0.07
H 1.633 -0.595 -0.231 0.11
H -0.321 -0.712 -1.320 0.07
H -1.281 -1.099 0.178 0.11
H 0.104 1.703 0.300 0.12
H -1.497 1.095 0.299 0.09
H 0.271 1.110 -2.117 0.14
H -0.644 2.584 -1.746 0.09
H -2.338 0.492 -2.095 0.04


The most stable arrangement is Q, and the next structure is 0.0383 hartree less stable.


P:
18
Properties=species:S:1:pos:R:3:lowdin_charge:R:1 method="wB97M-V/def2-TZVPD" e_homo_ev=-3.8 gap_ev=7.5134 total_charge=-1
C 0.426 1.453 0.662 -0.21
C 0.385 2.423 1.856 -0.13
C -0.386 1.973 -0.574 -0.77
O 0.351 2.138 -1.599 -0.13
O -1.597 2.146 -0.403 -0.08
H 1.335 1.176 0.184 0.07
H -0.167 0.591 1.000 0.08
H 1.254 3.106 1.967 0.05
H 0.492 1.981 2.861 0.05
H -0.448 3.084 1.540 0.07
C -0.346 -2.316 -1.682 -0.17
C -0.143 -2.705 -0.193 -0.18
H -1.170 -1.634 -1.899 0.07
H 0.644 -1.903 -2.002 0.07
H -0.305 -3.252 -2.234 0.04
H -0.430 -1.714 0.300 0.07
H 0.868 -3.002 0.059 0.05
H -0.763 -3.544 0.156 0.05


Q:
18
Properties=species:S:1:pos:R:3:lowdin_charge:R:1 method="wB97M-V/def2-TZVPD" e_homo_ev=-3.7 gap_ev=7.3464 total_charge=-1
C 0.954 -2.672 -0.151 -0.06
C 2.123 -1.979 0.687 -0.79
O 1.702 -1.356 1.688 -0.12
O 3.263 -2.181 0.211 -0.12
H 1.395 -3.128 -1.041 0.04
H 0.097 -2.045 -0.388 0.01
H 0.573 -3.475 0.494 0.05
C -1.475 1.763 0.019 -0.30
C -1.163 0.249 -0.075 -0.13
C -0.256 2.656 -0.295 -0.14
H -2.182 1.970 -0.780 0.08
H -1.780 1.993 1.039 0.09
H -1.579 -0.333 0.749 0.07
H -0.101 0.045 -0.160 0.05
H -0.676 3.633 -0.538 0.05
H 0.428 2.801 0.536 0.06
H -1.713 -0.207 -0.910 0.06
H 0.391 2.266 -1.084 0.07


R:
18
Properties=species:S:1:pos:R:3:lowdin_charge:R:1 method="wB97M-V/def2-TZVPD" e_homo_ev=-4.0 gap_ev=8.0814 total_charge=-1
C 1.275 -0.491 1.341 -0.30
C 1.008 0.903 1.926 -0.14
C 1.362 -0.417 -0.195 -0.11
H 2.183 -0.884 1.788 0.08
H 0.403 -1.077 1.610 0.09
H 0.153 1.340 1.406 0.05
H 0.402 -0.689 -0.633 0.03
H 1.310 0.643 -0.482 0.07
H 1.853 1.576 1.749 0.06
H 0.781 0.914 2.998 0.06
H 2.210 -0.968 -0.597 0.06
C -1.669 -0.151 -2.199 -0.07
C -2.077 -0.064 -0.675 -0.81
O -2.567 -1.111 -0.205 -0.10
O -1.872 1.055 -0.150 -0.11
H -1.495 0.853 -2.595 0.05
H -2.468 -0.653 -2.754 0.05
H -0.792 -0.779 -2.335 0.03


S:
18
Properties=species:S:1:pos:R:3:lowdin_charge:R:1 method="wB97M-V/def2-TZVPD" e_homo_ev=-3.7 gap_ev=7.1490 total_charge=-1
C 0.871 -0.299 1.346 -0.30
C 1.006 -0.644 2.902 -0.12
C 0.446 1.126 1.072 -0.13
H 1.856 -0.529 0.618 0.15
H 0.154 -0.933 0.882 0.06
H 1.097 -1.690 3.074 0.03
H -0.016 -0.424 3.410 0.09
H 1.276 1.778 0.865 0.07
H -0.187 1.027 0.257 0.04
H 1.650 -0.114 3.509 0.02
H -0.122 1.491 1.952 0.07
C -1.155 -0.774 -2.882 -0.07
C -1.195 0.819 -2.846 -0.83
O -2.258 1.416 -2.739 -0.08
O -0.007 1.193 -2.758 -0.13
H -2.059 -1.306 -3.237 0.04
H -0.944 -1.042 -1.819 0.05
H -0.413 -1.096 -3.605 0.03


The most stable arrangement is R, and the next structure is 0.0101 hartree less stable.


P:
11
Properties=species:S:1:pos:R:3:lowdin_charge:R:1 method="wB97M-V/def2-TZVPD" e_homo_ev=-11.4 gap_ev=12.7231 total_charge=0
C 0.501 0.263 -1.152 -0.14
C 0.497 -0.278 0.266 -0.34
C -0.866 -0.023 0.953 -0.12
H 0.266 1.349 -1.231 0.08
H 1.462 0.065 -1.678 0.07
H -0.310 -0.296 -1.637 0.07
H 0.719 -1.338 0.201 0.09
H 1.284 0.138 0.939 0.10
H -0.916 -0.495 1.931 0.06
H -1.634 -0.424 0.304 0.06
H -1.003 1.038 1.105 0.06


Q:
11
Properties=species:S:1:pos:R:3:lowdin_charge:R:1 method="wB97M-V/def2-TZVPD" e_homo_ev=-11.1 gap_ev=12.4126 total_charge=0
C -1.234 -0.192 0.503 -0.12
C -0.010 0.674 0.134 -0.29
C 1.126 -0.232 -0.543 -0.13
H -2.175 -0.058 -0.050 0.07
H -1.467 -0.345 1.568 0.07
H -0.705 -1.043 0.126 0.03
H 0.406 1.141 1.033 0.09
H -0.289 1.451 -0.586 0.09
H 1.320 -1.231 -0.090 0.07
H 2.080 0.296 -0.485 0.05
H 0.948 -0.462 -1.610 0.07


The most stable arrangement is P, and the next structure is 0.0256 hartree less stable.


P:
11
Properties=species:S:1:pos:R:3:lowdin_charge:R:1 method="wB97M-V/def2-TZVPD" e_homo_ev=-9.6 gap_ev=10.6318 total_charge=0
C 1.387 -0.385 -0.990 -0.19
C 0.505 -0.798 -0.125 -0.04
C -0.689 0.080 0.168 -0.24
C -0.887 0.492 1.540 -0.17
H 2.180 -1.120 -1.358 0.14
H 0.659 -1.791 0.339 0.13
H -0.965 0.871 -0.558 0.15
H -0.354 0.110 2.391 0.11
H -1.139 1.577 1.620 0.12
O -1.818 -0.428 0.998 -0.03
F 1.362 0.827 -1.552 0.03


Q:
11
Properties=species:S:1:pos:R:3:lowdin_charge:R:1 method="wB97M-V/def2-TZVPD" e_homo_ev="-9.7 / -7.5" gap_ev="10.0241 / 6.9959" total_charge=0
C 2.356 1.070 0.655 -0.04
C 1.766 0.171 -0.084 -0.14
C -1.482 0.302 -0.507 -0.23
C -2.009 -1.015 -0.192 -0.07
O -1.839 1.392 -0.767 0.11
F 2.373 -0.799 -0.784 0.00
H 3.437 1.126 0.779 0.06
H 1.773 1.807 1.178 0.04
H -3.054 -1.124 -0.498 0.09
H -1.920 -1.144 0.885 0.09
H -1.400 -1.785 -0.664 0.08


R:
11
Properties=species:S:1:pos:R:3:lowdin_charge:R:1 method="wB97M-V/def2-TZVPD" e_homo_ev=-9.4 gap_ev=10.4264 total_charge=0
C 0.395 -0.595 -0.311 -0.34
C -0.366 -1.721 -0.161 0.11
C 0.015 0.797 -0.109 -0.32
C -0.566 1.134 1.195 -0.12
H 0.299 -2.515 -0.373 0.05
H -1.456 -1.797 -0.035 0.08
H 0.817 1.596 -0.527 0.20
H -0.722 0.335 1.985 0.13
H -0.234 2.165 1.739 0.15
O -1.313 1.149 -0.025 0.00
F 1.659 -0.741 -0.697 0.06


S:
11
Properties=species:S:1:pos:R:3:lowdin_charge:R:1 method="wB97M-V/def2-TZVPD" e_homo_ev=-9.8 gap_ev=9.7004 total_charge=0
C -1.278 -0.440 1.534 -0.28
C -0.150 -0.097 0.613 -0.02
C 0.505 0.269 -0.498 -0.02
C 1.365 0.861 -1.610 -0.21
H -0.661 -2.054 0.905 0.23
H -2.120 -0.040 0.860 0.14
H -1.388 0.242 2.301 0.07
H 0.847 1.971 -2.220 0.19
H 2.687 1.287 -1.023 0.21
O -1.386 -1.923 1.903 -0.16
F 1.579 -0.077 -2.765 -0.17


The most stable arrangement is P, and the next structure is 0.0134 hartree less stable.


P:
9
Properties=species:S:1:pos:R:3:lowdin_charge:R:1 method="wB97M-V/def2-TZVPD" e_homo_ev=-15.4 gap_ev=9.5692 total_charge=+1
C -2.155 0.049 -0.524 0.37
C 1.318 -0.200 0.088 0.00
N -1.078 -0.109 0.039 0.07
N 0.027 0.295 0.506 -0.02
H -3.029 -0.256 -0.964 0.09
H 1.870 -0.797 0.782 0.08
H 1.252 -0.776 -0.900 0.13
H 1.917 0.710 -0.091 0.11
H -0.123 1.084 1.064 0.17


Q:
9
Properties=species:S:1:pos:R:3:lowdin_charge:R:1 method="wB97M-V/def2-TZVPD" e_homo_ev=-16.3 gap_ev=10.8723 total_charge=+1
C -1.973 0.014 0.135 -0.01
C 1.911 -0.398 0.028 0.17
N 1.108 0.564 -0.005 0.23
N -3.104 -0.099 -0.053 0.11
H 2.932 -0.431 -0.019 0.09
H 1.645 -1.480 0.219 0.16
H 1.354 1.537 -0.149 0.18
H -4.064 -0.026 -0.354 0.11
H 0.191 0.319 0.197 -0.01


R:
9
Properties=species:S:1:pos:R:3:lowdin_charge:R:1 method="wB97M-V/def2-TZVPD" e_homo_ev=-16.5 gap_ev=12.0355 total_charge=+1
C -1.024 0.202 -0.027 -0.03
C 0.836 -0.195 0.093 -0.19
N 0.123 0.959 0.040 0.08
N -0.399 -0.946 0.154 0.14
H -2.422 0.808 -0.336 0.32
H 1.140 -0.360 -0.955 0.16
H 1.724 -0.418 0.750 0.18
H 0.545 1.812 0.434 0.19
H -0.524 -1.861 -0.154 0.15


The most stable arrangement is Q, and the next structure is 0.0650 hartree less stable.


P:
10
Properties=species:S:1:pos:R:3:lowdin_charge:R:1 method="wB97M-V/def2-TZVPD" e_homo_ev=-9.2 gap_ev=9.1043 total_charge=0
O -0.902 1.505 0.172 -0.01
C -0.350 0.317 -0.289 -0.40
C -0.869 -0.823 0.507 -0.04
O -0.607 -2.022 0.014 0.05
C 1.164 0.333 -0.185 -0.18
O 1.732 1.296 0.267 0.08
H -0.159 2.034 0.507 0.09
H -0.603 0.122 -1.344 0.17
H -1.105 -2.191 0.878 0.10
H 1.699 -0.570 -0.529 0.14


Q:
10
Properties=species:S:1:pos:R:3:lowdin_charge:R:1 method="wB97M-V/def2-TZVPD" e_homo_ev=-10.2 gap_ev=10.1591 total_charge=0
O 0.053 0.445 -1.410 0.00
C 0.204 -0.363 -0.260 -0.31
C -1.265 -0.614 0.078 -0.20
O -1.842 -1.612 -0.264 0.08
C 1.041 0.400 0.753 -0.17
O 1.227 1.585 0.590 0.07
H 0.203 1.365 -1.118 0.10
H 0.665 -1.343 -0.455 0.16
H -1.789 0.272 0.486 0.14
H 1.504 -0.135 1.602 0.14


R:
10
Properties=species:S:1:pos:R:3:lowdin_charge:R:1 method="wB97M-V/def2-TZVPD" e_homo_ev="-10.5 / -10.5" gap_ev="9.3646 / 9.3870" total_charge=0
C 2.379 0.281 -0.104 -0.40
C 1.010 -0.008 -0.222 -0.10
C -0.178 0.931 -0.050 0.01
O 3.378 0.568 0.498 0.17
O 1.880 0.029 -1.346 0.19
O 0.949 -2.146 0.144 -0.16
H 0.112 1.859 -0.386 0.05
H -0.544 0.944 1.063 0.13
H -1.026 0.638 -0.774 0.12
H 0.805 -2.249 1.103 -0.01


The most stable arrangement is Q, and the next structure is 0.1018 hartree less stable.